16
Properties=species:S:1:pos:R:3:forces:R:3 method="wB97M-V/def2-TZVPD" homo_ha=-0.3315 smiles=P[C@H](I)c1ccccn1 total_energy_ev=-25212.9095 relative_energy_kj_mol=0.0
H -1.63661 1.71777 1.98471 1.317 0.894 -1.277
C -0.93738 -1.33777 -1.76845 1.422 -0.721 -0.727
C 0.46132 -0.07184 0.26764 -1.962 -0.145 -0.082
H -1.23799 -1.83158 -2.73131 -0.309 0.645 1.334
N -0.72855 0.32557 -0.20297 0.351 1.191 0.729
C 0.80923 0.85503 1.35906 0.148 3.303 -2.639
C 0.27390 -1.83471 -1.19525 -1.614 -1.568 -2.113
H 0.03570 2.97891 2.20585 -0.127 0.507 0.265
P -0.58001 2.38784 1.07454 0.698 -2.426 1.989
C -1.41443 -0.17148 -1.19756 0.238 -0.322 -1.386
I 2.87813 1.61893 1.13061 -0.792 -0.258 0.053
H 0.61288 -2.80489 -1.54691 0.073 0.132 -0.238
H 1.86534 -1.70443 0.12064 1.607 -0.444 0.581
H -2.20201 0.49920 -1.59790 0.147 -0.940 0.365
H 0.77969 0.60498 2.35156 -0.114 -1.191 2.194
C 1.02078 -1.23154 -0.25426 -1.081 1.344 0.952

***

22
Properties=species:S:1:pos:R:3:forces:R:3 method="wB97M-V/def2-TZVPD" charge=+1 homo_ha=-0.4965 total_energy_ev=-21070.7433
H -2.41568 -2.69042 1.15729 -0.321 0.192 -0.117
O -1.72331 1.00832 0.41134 -1.651 -1.451 -0.547
C -2.45616 -1.68928 0.70671 2.256 0.497 0.588
O 2.52068 -0.49588 -0.82510 -0.001 -0.325 -0.889
Li -1.12545 -3.04690 -1.43860 -0.046 0.287 0.311
H -1.54231 -0.25686 2.04580 0.170 0.835 -0.415
H -3.45780 -1.24057 0.73079 0.340 -0.123 -0.110
O 2.66822 -1.08782 1.33529 -0.420 0.326 -0.605
H -0.33823 -1.24661 1.30439 -0.108 -0.013 -1.237
C 2.36472 -0.30770 0.48264 0.544 -0.584 1.173
O 0.06998 1.45481 -0.66319 0.225 -0.612 -1.113
O 1.83786 0.90625 0.72125 -0.428 0.524 0.058
O -1.72064 -1.57187 -0.50114 -0.786 -0.728 -4.151
Li -1.98056 0.14254 -1.33672 0.288 0.176 0.707
H 1.74743 2.58523 -0.43971 0.129 -0.255 0.009
C -1.33149 -0.82177 1.13691 -1.678 0.436 5.333
C -0.75231 1.85385 0.37525 1.277 0.388 1.813
C 1.45300 1.53308 -0.48977 0.464 0.769 0.205
C 2.14660 0.67714 -1.54852 0.091 0.227 -0.109
H 3.04547 1.16127 -1.94481 -0.199 -0.137 0.055
H 1.47160 0.38959 -2.36043 0.170 0.163 0.146
O -0.48163 2.74360 1.14032 -0.317 -0.591 -1.105

***

14
Properties=species:S:1:pos:R:3:forces:R:3 method="wB97M-V/def2-TZVPD" homo_ha=-0.3578 smiles="N#CC1CC=CC1" total_energy_ev=-7824.7621 relative_energy_kj_mol=85.4
C 0.56138 1.07816 0.34800 0.089 0.092 0.093
C -0.56508 0.07619 0.73844 -0.088 0.020 -0.014
H -1.75054 -0.89015 -0.85255 0.110 0.033 0.089
H 0.37219 -0.82345 -2.47280 -0.100 0.138 0.171
H -0.52473 -1.93815 -0.17871 0.121 0.180 -0.084
N -0.03513 -1.28726 2.91897 -0.243 0.718 -0.952
H -1.50023 0.62244 0.89256 0.122 -0.088 0.027
C 0.85283 0.74931 -1.09269 0.067 -0.223 -0.012
H 1.55422 1.33531 -1.68278 -0.113 -0.178 0.103
C -0.72429 -0.89975 -0.46806 -0.003 -0.137 -0.133
C 0.23601 -0.35551 -1.50019 -0.048 0.168 0.035
C -0.27404 -0.65926 1.97554 0.207 -0.572 0.777
H 1.45948 0.91629 0.95372 -0.089 0.022 -0.022
H 0.26301 2.11915 0.51463 -0.032 -0.172 -0.078

***

14
Properties=species:S:1:pos:R:3:forces:R:3 method="wB97M-V/def2-TZVPD" homo_ha=-0.2835 smiles="C1=N[C@H]2[C@H]3[C@@H](C1)[C@@H]23" total_energy_ev=-7820.1155 relative_energy_kj_mol=533.7
H -0.78234 0.90005 -1.95864 0.130 -0.099 0.147
H -1.56719 1.17905 0.64866 0.066 -0.163 -0.127
H -1.68457 -1.33871 1.05578 0.140 0.061 0.116
C -0.72927 0.53994 0.37150 -0.104 0.001 0.028
H 0.87399 2.26539 0.14925 -0.135 -0.113 -0.058
C 0.33141 -1.47129 0.26736 -0.122 0.065 -0.005
C 1.16075 0.13442 -0.80208 0.332 0.196 -0.295
H -0.07249 -1.91518 -0.66191 -0.193 0.260 0.021
N 1.47444 -0.85744 0.24790 -0.288 -0.328 -0.027
H -0.41435 -0.70188 2.17573 0.081 0.020 -0.026
C -0.69970 -0.86568 1.13808 0.021 -0.135 0.226
C 0.51826 1.26308 -0.03862 0.027 0.198 0.065
H 1.86790 0.33463 -1.60066 0.114 0.179 0.179
C -0.28023 0.57670 -1.05472 -0.069 -0.142 -0.244

***

14
Properties=species:S:1:pos:R:3:forces:R:3 method="wB97M-V/def2-TZVPD" homo_ha=-0.3387 total_energy_ev=-7821.4514 relative_energy_kj_mol=404.8
C -0.61325 -0.54090 0.02549 -2.015 -1.257 0.186
H -0.76388 -0.70064 -2.47203 0.409 1.399 2.383
C 0.85523 -0.31347 0.03735 -0.727 -1.007 1.277
H 2.64725 -1.09948 1.13467 -1.045 1.619 -0.362
C -1.28333 1.07574 -0.96076 -2.522 1.128 -1.708
H -1.17884 -1.44987 0.22695 0.614 -0.358 0.387
H -1.86914 1.16119 1.22418 0.188 -0.287 -0.669
H 2.01473 0.59808 1.46230 0.861 1.567 0.881
N 0.96302 0.10792 -1.14461 1.155 0.236 -1.964
C -0.53412 -0.09604 -1.48051 1.337 -0.729 0.505
C -1.46172 0.71441 0.30637 1.129 -0.201 -0.182
C 1.74372 -0.38253 1.25100 2.238 -1.871 -3.516
H 1.25290 -0.87942 1.98683 -1.878 -0.823 2.471
H -1.77256 1.80502 -1.59722 0.257 0.586 0.311

***

14
Properties=species:S:1:pos:R:3:forces:R:3 method="wB97M-V/def2-TZVPD" homo_ha=-0.2777 smiles="C1=CCC=C1.C#N" total_energy_ev=-7821.7900 relative_energy_kj_mol=372.2
H 0.70491 2.38951 -0.15098 -0.498 -0.836 -0.027
C -0.74202 1.19724 1.15893 0.638 1.959 0.048
C -0.23221 0.50283 -0.96366 1.516 5.620 -1.570
H -2.01743 -0.49864 1.67420 0.286 0.644 -0.542
H -0.50764 -1.31507 -0.23065 0.237 -1.035 -0.052
N 1.61935 -0.32984 -0.01476 -0.538 -0.912 2.725
C -1.42413 0.09001 0.94984 -1.208 -2.299 -0.184
H -0.80075 1.88134 2.01664 0.184 -0.684 -0.209
H 3.29566 -0.81880 -1.12088 3.885 -1.286 -2.640
C -1.10385 -0.45049 -0.46295 -3.236 -1.699 1.982
C 2.57613 -0.42367 -0.59792 -1.019 0.498 0.768
H 0.15011 0.49781 -1.99099 -0.047 -0.042 0.529
C 0.03468 1.51460 -0.04063 -1.359 -0.480 -1.707
H -1.99096 -0.78050 -1.10273 1.158 0.553 0.879

***

Maximum force for every record listed, in sequence, given in Eh/bohr: 0.082, 0.109, 0.024, 0.009, 0.089, 0.117.
M for every record listed, in sequence, given in g/mol: 251.007, 204.997, 93.129, 93.129, 93.129, 93.129.
Orbital gap for every record listed, in sequence, given in eV: 9.0621, 8.7328, 10.6110, 8.5206, 10.2965, 8.5430.